# 1
Density functional theory data (ωB97M-V/def2-TZVPD) for a structure of composition C4H6F12LiN2O11S4 at a distorted geometry.

Each line ends with the natural charge from an NBO analysis.
Element x y z (Å)
1 Li -1.14 -2.05 1.29  0.976
2 C -0.38 3.01 -2.26  0.769
3 F 0.95 3.16 -2.08  -0.313
4 F -0.67 1.70 -2.20  -0.327
5 F -1.09 3.74 -1.35  -0.317
6 S -0.79 3.63 -4.06  2.057
7 O -2.24 3.60 -4.13  -0.923
8 O -0.21 4.99 -4.05  -0.881
9 N -0.09 2.34 -5.10  -1.099
10 S 0.82 3.23 -5.97  2.170
11 O 0.05 3.98 -6.95  -0.972
12 O 1.83 4.03 -5.30  -0.940
13 C 1.72 1.94 -6.98  0.738
14 F 2.61 1.28 -6.11  -0.352
15 F 0.81 1.17 -7.53  -0.308
16 F 2.46 2.50 -7.89  -0.301
17 C 3.02 -0.83 2.59  0.785
18 F 4.26 -1.23 2.50  -0.299
19 F 3.00 0.44 2.84  -0.279
20 F 2.41 -0.94 1.36  -0.343
21 S 2.04 -1.95 3.86  2.095
22 O 1.94 -3.29 3.31  -0.943
23 O 2.72 -1.90 5.14  -0.870
24 N 0.39 -1.31 3.71  -1.242
25 S 0.24 -0.26 4.87  2.218
26 O 0.09 -0.89 6.11  -0.954
27 O 1.12 0.88 4.84  -0.928
28 C -1.55 0.44 4.59  0.738
29 F -1.81 1.39 5.45  -0.304
30 F -1.52 1.02 3.42  -0.320
31 F -2.53 -0.51 4.81  -0.339
32 O -0.43 -3.30 -1.61  -0.960
33 H -0.59 -4.25 -1.59  0.473
34 H 0.24 -3.18 -2.28  0.490
35 O -1.80 -4.64 4.14  -0.951
36 H -1.47 -5.53 4.27  0.470
37 H -1.02 -4.09 4.13  0.482
38 O -4.15 -2.55 1.33  -0.964
39 H -4.64 -2.62 2.15  0.488
40 H -4.60 -3.13 0.73  0.480

Results
* 2S+1: 1
* total charge: -1


# 2
Density functional theory data (ωB97M-V/def2-TZVPD) for the molecule C2H7N3O2S at a distorted geometry.

Each line ends with the natural charge from an NBO analysis.
Element x y z (Å)
1 C -2.77 -0.41 0.10  -0.246
2 O -1.60 0.12 -0.42  -0.420
3 N -0.52 -0.70 -0.14  -0.222
4 C 0.55 -0.03 -0.02  0.468
5 N 0.77 1.34 -0.50  -0.359
6 O 1.63 2.03 0.33  -0.558
7 N 1.60 -0.60 0.62  -0.775
8 S 3.11 -0.70 -0.24  0.160
9 H -3.65 0.30 -0.10  0.189
10 H -2.97 -1.30 -0.47  0.176
11 H -2.82 -0.62 1.15  0.174
12 H -0.16 1.83 -0.48  0.385
13 H 2.50 1.59 -0.05  0.473
14 H 1.41 -1.28 1.51  0.441
15 H 2.93 -1.59 -1.27  0.114

Results
* SMILES: CO/N=C(\NO)NS
* 2S+1: 1
* total charge: 0


# 3
Density functional theory data (ωB97M-V/def2-TZVPD) for a cluster of 2 separate species, C5H18N2O in total at a distorted geometry.

Each line ends with the natural charge from an NBO analysis.
Element x y z (Å)
1 C -1.30 0.23 1.24  -0.231
2 C -0.30 0.70 0.15  -0.428
3 C 0.70 -0.38 -0.29  -0.413
4 C 0.07 -1.27 -1.39  -0.431
5 C 0.99 -1.13 -2.67  -0.193
6 N 0.13 -1.24 -3.99  -0.695
7 N -1.26 1.02 2.52  -0.717
8 H -2.32 0.33 0.87  0.232
9 H -1.19 -0.82 1.53  0.227
10 H -0.75 1.18 -0.72  0.229
11 H 0.28 1.54 0.57  0.230
12 H 1.66 0.09 -0.46  0.239
13 H 0.93 -0.94 0.62  0.222
14 H -0.95 -1.01 -1.64  0.212
15 H 0.17 -2.32 -1.12  0.248
16 H 1.57 -0.22 -2.69  0.237
17 H 1.61 -2.02 -2.77  0.233
18 H 0.31 -2.20 -4.28  0.458
19 H 0.26 -0.45 -4.61  0.464
20 H -0.87 -1.30 -3.76  0.437
21 H -1.73 0.61 3.33  0.438
22 H -1.58 1.98 2.43  0.442
23 H -0.23 0.95 2.97  0.472
24 H 0.81 1.67 4.67  0.520
25 H 1.82 1.57 3.46  0.518
26 O 0.90 1.74 3.70  -0.947

Results
* 2S+1: 1
* total charge: +2


# 4
Density functional theory data (ωB97M-V/def2-TZVPD) for a structure of composition C35H56As3NTeZr at a distorted geometry.

Each line ends with the Mulliken charge.
Element x y z (Å)
1 Zr -8.67 -6.44 14.90  -0.274
2 C -5.75 -6.58 11.89  -1.360
3 As -7.60 -6.25 12.25  1.065
4 C -7.64 -4.47 11.55  -1.246
5 C -8.53 -7.16 10.74  -1.297
6 C -8.86 -8.70 10.80  2.580
7 C -7.63 -9.59 10.78  -1.866
8 C -9.80 -9.04 11.94  -1.743
9 As -9.52 -8.87 13.87  1.909
10 C -8.43 -10.36 14.32  -1.094
11 C -11.25 -9.55 14.33  -1.424
12 C -9.57 -9.00 9.47  -2.020
13 As -11.31 -8.22 8.76  0.332
14 C -12.13 -7.23 10.24  -1.114
15 C -10.60 -6.67 7.74  -1.123
16 H -5.53 -6.30 10.85  0.501
17 H -5.40 -7.61 12.00  0.336
18 H -5.15 -5.89 12.47  0.522
19 H -6.90 -4.34 10.77  0.610
20 H -7.43 -3.78 12.38  0.403
21 H -8.67 -4.21 11.22  0.243
22 H -7.84 -6.95 9.91  0.756
23 H -9.47 -6.62 10.58  -0.369
24 H -7.02 -9.45 11.68  0.148
25 H -7.02 -9.40 9.89  0.462
26 H -7.97 -10.61 10.72  0.514
27 H -10.04 -10.13 11.95  0.578
28 H -10.75 -8.54 11.84  0.086
29 H -8.78 -11.26 13.76  0.417
30 H -8.55 -10.64 15.37  0.304
31 H -7.38 -10.16 14.07  0.352
32 H -11.56 -10.28 13.57  0.640
33 H -12.04 -8.79 14.40  0.172
34 H -11.21 -10.00 15.32  0.492
35 H -9.71 -10.08 9.54  0.544
36 H -8.84 -8.85 8.68  0.623
37 H -12.64 -7.87 10.90  0.506
38 H -12.90 -6.61 9.84  0.562
39 H -11.46 -6.66 10.88  0.029
40 H -10.27 -7.07 6.80  0.375
41 H -9.76 -6.20 8.22  0.270
42 H -11.37 -5.95 7.57  0.415
43 C -8.84 -9.62 18.12  -1.530
44 C -9.85 -8.66 17.59  -0.509
45 C -11.18 -9.04 17.54  -1.019
46 C -12.23 -8.12 17.18  0.008
47 C -13.68 -8.62 17.04  -1.689
48 C -11.92 -6.85 16.84  -0.201
49 C -10.58 -6.48 16.64  1.418
50 C -9.56 -7.35 17.10  0.265
51 N -10.10 -5.40 15.87  -0.487
52 C -11.00 -4.48 15.08  1.662
53 C -11.65 -3.33 15.92  -1.525
54 C -12.30 -2.32 14.93  0.474
55 C -11.24 -1.77 13.97  -1.771
56 C -10.64 -2.88 13.15  0.250
57 C -11.73 -3.60 12.37  -1.276
58 C -12.75 -4.18 13.35  0.611
59 C -13.36 -3.03 14.12  -1.663
60 C -12.06 -5.21 14.26  -1.279
61 C -9.97 -3.83 14.10  -0.746
62 H -8.71 -9.49 19.20  0.399
63 H -7.85 -9.46 17.62  0.242
64 H -9.09 -10.66 18.00  0.463
65 H -11.46 -10.06 17.79  0.418
66 H -13.74 -9.22 16.13  0.330
67 H -14.35 -7.75 16.97  0.370
68 H -14.02 -9.27 17.81  0.453
69 H -12.76 -6.20 16.62  0.728
70 H -8.59 -6.90 17.45  0.674
71 H -10.86 -2.84 16.53  0.389
72 H -12.36 -3.73 16.66  0.393
73 H -12.78 -1.54 15.55  0.224
74 H -10.49 -1.19 14.52  0.479
75 H -11.70 -1.02 13.34  0.568
76 H -9.98 -2.40 12.45  0.607
77 H -11.27 -4.39 11.74  -0.322
78 H -12.17 -2.82 11.72  0.766
79 H -13.58 -4.66 12.80  0.430
80 H -14.13 -3.42 14.74  0.576
81 H -13.92 -2.39 13.43  0.523
82 H -11.64 -6.01 13.69  -0.272
83 H -12.83 -5.62 14.90  0.852
84 H -9.16 -3.36 14.67  0.442
85 H -9.55 -4.62 13.40  -0.464
86 Te -5.97 -6.72 15.65  -0.096
87 C -5.95 -6.98 17.74  0.680
88 C -6.39 -5.92 18.52  -0.497
89 C -6.24 -6.03 19.90  -0.504
90 C -5.70 -7.15 20.49  -0.703
91 C -5.36 -8.22 19.68  -0.403
92 C -5.46 -8.16 18.30  -0.675
93 H -6.71 -4.97 18.12  0.400
94 H -6.55 -5.19 20.51  0.410
95 H -5.53 -7.19 21.54  0.472
96 H -4.93 -9.12 20.15  0.389
97 H -5.07 -8.97 17.69  0.456

Results
* 2S+1: 1
* total charge: +2


LUMO level list, top to bottom, in eV: 0.22; 0.53; -6.00; -6.94
Highest occupied orbital energy list, top to bottom, in eV: -6.243; -8.826; -18.710; -13.003
HOMO-LUMO gap list, top to bottom, in eV: 6.46; 9.36; 12.71; 6.06